# 1
{
  "formula": "H12O6",
  "method": "ωB97M-V/def2-TZVPD",
  "homo_energy_ha": -0.3624,
  "e_tot_ha": -458.5436,
  "gap_ev": 9.59,
  "smiles": "O.O.O.O.O.O",
  "molar_mass_g_mol": 108.090,
  "fmax_ev_per_a": 3.75,
  "species": ["O", "H", "H", "O", "H", "H", "O", "H", "H", "O", "H", "H", "O", "H", "H", "O", "H", "H"],
  "positions_angstrom": [[-20.9077, 25.5541, -3.6421], [-21.1924, 26.4302, -3.3821], [-21.1476, 24.9946, -2.9034], [-22.8079, 23.6508, -2.6903], [-23.3897, 23.7640, -1.9388], [-23.1864, 24.2054, -3.3725], [-25.3571, 22.6935, -1.9743], [-25.7590, 23.5102, -2.2706], [-25.2872, 22.1596, -2.7657], [-24.2459, 24.7811, -4.1018], [-24.1239, 24.5939, -5.0326], [-25.0751, 24.3582, -3.8787], [-21.7362, 22.2698, -4.2033], [-22.2010, 22.7811, -3.5409], [-21.1065, 21.7482, -3.7057], [-20.9475, 24.3386, -1.6193], [-20.3920, 23.7873, -1.0680], [-21.7423, 23.8220, -1.7518]]
}

***

# 2
{
  "formula": "F2OS",
  "method": "ωB97M-V/def2-TZVPD",
  "homo_energy_ha": -0.4660,
  "e_tot_ha": -673.1099,
  "gap_ev": 11.17,
  "molar_mass_g_mol": 86.062,
  "fmax_ev_per_a": 4.24,
  "species": ["O", "F", "F", "S"],
  "positions_angstrom": [[0.4370, -1.2724, -0.2952], [-1.6481, 0.3458, -0.0645], [1.0139, 1.0872, -0.1693], [0.1972, -0.1606, 0.5290]]
}

***

# 3
{
  "formula": "C21H38IrNO3P2",
  "method": "ωB97M-V/def2-TZVPD",
  "spin_multiplicity": 6,
  "s_squared": 8.7967,
  "homo_energy_ha": [-0.2656, -0.4159],
  "e_tot_ha": -1890.0633,
  "gap_ev": [5.09, 4.79],
  "charge": 1,
  "molar_mass_g_mol": 606.704,
  "fmax_ev_per_a": 4.85,
  "species": ["C", "C", "N", "C", "C", "C", "C", "P", "Ir", "P", "C", "C", "C", "C", "C", "C", "C", "O", "O", "H", "H", "H", "C", "C", "H", "H", "H", "H", "C", "C", "H", "H", "H", "H", "H", "H", "H", "H", "H", "H", "H", "H", "H", "H", "H", "H", "H", "H", "H", "H", "H", "H", "C", "C", "C", "C", "O", "H", "H", "H", "H", "H", "H", "H", "H", "H"],
  "positions_angstrom": [[1.1632, -4.0854, -0.0161], [1.0107, -2.7294, 0.2883], [0.1189, -1.9713, -0.3692], [-0.6014, -2.5054, -1.3833], [-0.4801, -3.8585, -1.7191], [0.4208, -4.6720, -1.0400], [1.9465, -2.0879, 1.2904], [1.4397, -0.4703, 1.7853], [-0.0104, 0.1032, 0.3357], [-1.7960, 0.0219, -2.1506], [-1.6324, -1.7813, -2.2292], [0.0742, 2.1446, 0.7839], [-0.4999, 2.4772, 1.9985], [-0.8249, 3.8186, 2.2157], [-0.5385, 4.7723, 1.2306], [0.1103, 4.4194, 0.0422], [0.4604, 3.0870, -0.1773], [4.4371, -1.5041, -0.5340], [2.2410, -0.8497, -2.3697], [1.9062, -4.6437, 0.5480], [-1.0989, -4.2527, -2.5334], [0.5251, -5.7398, -1.2944], [0.5627, -0.7868, 3.3566], [2.9364, 0.4626, 2.2044], [-1.4452, -1.9984, -3.3009], [-2.6474, -2.1728, -1.9980], [2.9265, -1.9679, 0.8235], [2.1191, -2.7744, 2.1077], [-3.4309, 0.5786, -2.6694], [-0.5221, 0.7784, -3.1687], [-0.7057, 1.6927, 2.7305], [-1.3018, 4.0947, 3.1540], [-0.8140, 5.8082, 1.4033], [0.3506, 5.1543, -0.7147], [0.9971, 2.7728, -1.0723], [2.0296, -0.3624, -1.5706], [2.9131, -0.1937, -2.6629], [3.6776, -1.4453, -1.1005], [4.6188, -2.4714, -0.5976], [0.9056, 0.8059, -0.7663], [1.1751, -1.4697, 3.9669], [0.3951, 0.1590, 3.8777], [-0.3956, -1.2674, 3.1086], [3.3789, 0.0725, 3.1284], [3.6601, 0.3573, 1.3900], [2.6777, 1.5179, 2.3411], [-0.8633, 0.7732, -4.2115], [-0.3635, 1.8112, -2.8364], [0.4152, 0.2112, -3.0797], [-3.5474, 0.3507, -3.7421], [-4.1983, 0.0508, -2.0715], [-3.5033, 1.6679, -2.4943], [-3.7318, 1.8100, 3.4029], [-3.8918, 1.3550, 2.0156], [-4.0006, -0.0779, 1.7117], [-3.9718, 2.3366, 0.9233], [-1.7623, 0.4507, -0.6608], [-4.6699, 2.2325, 3.7962], [-2.9713, 2.5999, 3.4863], [-3.4441, 0.9762, 4.0579], [-5.0480, -0.4193, 1.7080], [-3.5693, -0.3169, 0.7272], [-3.4716, -0.6823, 2.4644], [-4.2249, 3.3370, 1.3101], [-4.7309, 2.0459, 0.1779], [-3.0094, 2.4308, 0.3832]]
}